No. 1
{
  "formula": "C5H12NOS",
  "method": "ωB97M-V with the def2-TZVPD basis set",
  "symbols": ["O", "C", "C", "C", "C", "S", "C", "N", "H", "H", "H", "H", "H", "H", "H", "H", "H", "H", "H", "H"],
  "coordinates": [[2.6685, 1.3299, 0.4373], [1.4115, 1.1186, 0.1580], [1.1344, -0.0343, -0.8011], [0.4244, -1.2899, -0.2882], [-0.8229, -1.0854, 0.5884], [-1.8101, 0.3040, -0.0100], [-3.3479, -0.0632, 0.8168], [2.5580, -0.4157, -1.1093], [0.5512, 1.4308, 0.7255], [0.6861, 0.2965, -1.7505], [1.1145, -1.8621, 0.3304], [0.1264, -2.0009, -1.0501], [-0.5488, -1.0192, 1.6379], [-1.4770, -1.9302, 0.4130], [-3.2874, 0.0327, 1.9043], [-3.6717, -1.0805, 0.5901], [-4.0749, 0.7180, 0.5933], [3.0918, 0.3028, -0.5035], [2.8144, -0.1318, -2.0508], [2.7922, -1.3945, -0.9991]],
  "forces_ev_per_a": [[0.2, 0.3, 0.2], [-0.7, -0.4, -0.1], [0.8, -0.2, -0.2], [-0.4, -0.3, 0.8], [0.0, 0.2, -0.6], [0.1, 0.4, 0.0], [-0.2, 0.1, 0.9], [-0.1, -0.7, -2.4], [0.1, 0.5, 0.5], [-0.1, -0.1, 0.2], [0.3, 0.1, 0.2], [0.1, 0.2, -0.8], [-0.2, 0.3, 0.1], [0.0, -0.4, 0.4], [0.5, -0.2, 0.0], [-0.3, 0.2, -0.2], [-0.1, -0.3, -0.6], [0.1, 0.7, 1.7], [-0.1, -0.3, -0.2], [-0.1, 0.0, 0.2]],
  "e_lumo_ha": [0.0191, 0.0172],
  "de_lowest_kj_mol": 121.01,
  "homo_energy_ev": [-4.957, -8.493],
  "spin_multiplicity": 2,
  "e_tot_ha": -725.77488,
  "s_squared": 0.7537
}

***

No. 2
{
  "formula": "C25H34IrNOSi",
  "method": "ωB97M-V with the def2-TZVPD basis set",
  "symbols": ["C", "C", "C", "H", "C", "C", "H", "C", "C", "C", "H", "C", "C", "H", "H", "H", "H", "H", "H", "Ir", "C", "C", "C", "H", "H", "H", "H", "H", "H", "C", "C", "H", "H", "O", "N", "C", "H", "C", "C", "H", "C", "H", "C", "H", "C", "H", "C", "H", "H", "H", "C", "Si", "C", "C", "H", "H", "H", "H", "H", "H", "H", "H", "H"],
  "coordinates": [[0.8249, -0.7144, 2.9361], [0.3895, 0.6431, 2.8384], [-0.7439, 0.7045, 2.0125], [0.8158, 1.4839, 3.3673], [-1.0826, -0.6208, 1.5889], [-0.1393, -1.5380, 2.2079], [-1.9725, -0.9160, 1.0292], [3.5225, -0.8425, 0.6457], [3.5311, 0.2432, 1.5627], [2.7406, 1.2911, 1.0542], [4.1059, 0.3232, 2.4807], [2.1916, 0.8702, -0.1939], [2.7040, -0.4788, -0.5066], [-1.2729, 1.6126, 1.7322], [-0.2345, -2.6127, 2.2818], [1.5990, -1.1069, 3.5940], [2.7515, -0.9294, -1.4895], [2.5802, 2.2915, 1.4626], [4.1648, -1.7199, 0.6749], [1.1061, -1.0609, 0.5925], [1.3864, 1.7163, -1.1547], [1.9746, 1.6103, -2.5613], [1.4063, 3.2000, -0.7281], [3.0102, 1.9722, -2.5240], [1.4080, 2.2345, -3.2605], [1.9743, 0.5834, -2.9311], [2.4553, 3.5525, -0.7206], [0.9788, 3.3280, 0.2835], [0.8118, 3.7915, -1.4535], [-0.0622, 1.1723, -1.0024], [-0.6135, 0.2866, -2.0657], [-0.7584, 1.9674, -0.7321], [-0.0508, 0.4631, -0.1024], [-0.0924, -0.8394, -2.2919], [-1.8312, 0.7696, -2.5323], [-2.9480, 0.4849, -1.6421], [-1.9897, 0.5770, -3.5148], [-3.2312, 1.4632, -0.5139], [-3.9791, 0.9682, 0.5656], [-4.3378, -0.0623, 0.4988], [-4.2460, 1.7483, 1.6878], [-4.8111, 1.3081, 2.5092], [-3.7976, 3.0707, 1.7404], [-3.9868, 3.6691, 2.6322], [-3.0849, 3.5958, 0.6586], [-2.7253, 4.6278, 0.7011], [-2.8277, 2.8092, -0.4845], [-2.2929, 3.2527, -1.3355], [-2.7803, -0.4898, -1.1408], [-3.8637, 0.3791, -2.2375], [1.6673, -3.4007, -2.0007], [0.9435, -3.1941, -0.2336], [-0.8728, -3.7947, -0.4765], [1.8434, -4.2532, 1.1038], [1.1138, -2.7388, -2.6834], [1.5457, -4.4300, -2.3656], [2.7332, -3.1519, -2.0662], [-0.9010, -4.8305, -0.8490], [-1.4719, -3.7672, 0.4428], [-1.3687, -3.1639, -1.2293], [1.8843, -5.3138, 0.8165], [2.8766, -3.9028, 1.2478], [1.3296, -4.1916, 2.0747]],
  "forces_ev_per_a": [[-0.8, -0.8, -0.4], [-0.2, 0.2, 0.0], [-0.3, -0.6, 0.2], [0.1, -0.1, -0.1], [0.0, 0.0, 1.0], [-0.6, 0.0, 1.2], [0.5, 0.1, 0.1], [0.6, 0.3, -0.1], [0.3, -0.2, -0.2], [-0.2, 0.3, -0.4], [-0.2, -0.3, -0.1], [0.6, -0.4, -0.2], [1.2, 0.4, -0.2], [0.1, -0.2, 0.1], [-0.3, 0.1, 0.3], [-0.2, 0.2, -0.3], [0.3, 0.2, 0.0], [0.3, -0.6, 0.0], [-0.3, 0.2, 0.2], [0.3, 2.4, 0.9], [-0.2, -0.2, 0.5], [0.0, 0.0, 0.0], [0.0, -0.2, 0.0], [-0.2, -0.1, -0.1], [0.1, -0.1, 0.0], [0.0, 0.1, 0.0], [-0.5, 0.0, 0.0], [0.1, 0.0, -0.5], [0.4, -0.2, 0.4], [0.0, -0.5, 0.8], [1.6, -2.4, 0.8], [0.3, -0.2, -0.3], [-0.4, 1.3, -1.3], [-1.6, 3.4, -0.4], [-0.3, 0.3, -1.4], [-0.4, -0.4, 0.4], [-0.3, -0.5, 0.3], [-0.2, 0.7, 0.3], [0.3, 0.1, -0.2], [0.1, 0.2, 0.2], [-0.1, 0.0, -0.3], [0.2, 0.2, -0.1], [0.2, -0.2, -0.1], [0.1, -0.1, -0.3], [-0.1, -0.3, -0.3], [-0.2, -0.3, -0.1], [-0.2, 0.0, 0.4], [-0.2, -0.3, 0.4], [-0.2, 0.2, -0.4], [0.3, 0.0, 0.0], [0.0, -0.2, 0.3], [-0.3, -1.6, -0.8], [0.3, -0.2, 0.1], [-0.1, -0.3, -0.5], [0.2, -0.2, 0.3], [0.1, 0.1, 0.1], [-0.1, 0.0, 0.0], [0.0, 0.2, 0.1], [0.1, 0.0, -0.1], [0.2, -0.1, 0.2], [0.0, 0.1, 0.1], [-0.3, 0.0, -0.1], [0.1, 0.0, -0.3]],
  "e_lumo_ha": [0.0223, -0.0653],
  "homo_energy_ev": [-4.667, -8.089],
  "spin_multiplicity": 5,
  "e_tot_ha": -1496.61111,
  "s_squared": 6.0270
}

***

No. 3
{
  "formula": "C29H56N6O4Si",
  "method": "ωB97M-V with the def2-TZVPD basis set",
  "symbols": ["C", "C", "O", "C", "O", "C", "C", "C", "C", "N", "N", "C", "Si", "C", "C", "C", "N", "N", "H", "H", "H", "H", "H", "H", "H", "H", "H", "H", "H", "H", "H", "H", "H", "H", "H", "H", "H", "H", "C", "C", "C", "C", "C", "C", "N", "O", "C", "C", "C", "H", "H", "H", "H", "H", "H", "H", "H", "H", "H", "H", "H", "H", "H", "H", "H", "H", "H", "C", "C", "C", "C", "C", "C", "N", "O", "C", "C", "C", "H", "H", "H", "H", "H", "H", "H", "H", "H", "H", "H", "H", "H", "H", "H", "H", "H", "H"],
  "coordinates": [[-3.4387, 1.7571, -3.0628], [-3.9993, 0.5058, -2.4032], [-4.9149, 0.8321, -1.3453], [-6.2044, 0.4433, -1.5114], [-6.8227, 0.6527, -2.5258], [-6.7662, -0.2535, -0.2940], [-5.7761, -1.2725, 0.2904], [-4.8926, -0.7124, 1.4247], [-3.4277, -0.8773, 1.1539], [-2.6220, 0.1719, 1.3597], [-1.3509, 0.0298, 1.0632], [-0.9325, -1.1512, 0.5805], [0.8874, -1.3245, 0.0466], [1.9874, -0.1742, 1.0100], [0.9262, -0.8061, -1.7637], [1.4200, -3.1069, 0.1516], [-1.7401, -2.2089, 0.4230], [-3.0116, -2.0693, 0.7123], [-3.3148, 2.5430, -2.3179], [-2.4757, 1.5295, -3.5184], [-4.1163, 2.1235, -3.8325], [-4.4962, -0.1089, -3.1548], [-3.1900, -0.0847, -1.9645], [-7.0774, 0.4900, 0.4413], [-7.6633, -0.7658, -0.6410], [-5.1421, -1.6433, -0.5151], [-6.3238, -2.1467, 0.6420], [-5.0838, 0.3517, 1.5567], [-5.1391, -1.2122, 2.3639], [2.8932, -0.0314, 0.4126], [2.2996, -0.5544, 1.9815], [1.5190, 0.8059, 1.1128], [0.0170, -1.1394, -2.2654], [1.0226, 0.2746, -1.8366], [1.7785, -1.2793, -2.2527], [2.3964, -3.1844, -0.3333], [0.7252, -3.7461, -0.3949], [1.5089, -3.4640, 1.1777], [-0.5790, 7.3562, -5.9365], [-1.5881, 6.4296, -5.2245], [-2.0528, 7.0476, -3.9034], [-0.9943, 7.0176, -2.8030], [-0.4505, 5.6035, -2.6090], [0.0612, 4.9722, -3.9048], [-0.9951, 5.0783, -4.9614], [-1.9025, 4.1732, -4.8311], [1.3718, 5.6400, -4.3449], [0.3715, 3.5002, -3.6797], [-2.7824, 6.2565, -6.1538], [-0.0479, 8.0156, -5.2517], [0.1560, 6.7818, -6.4983], [-1.0997, 7.9935, -6.6498], [-2.9391, 6.5091, -3.5539], [-2.3674, 8.0758, -4.0975], [-0.1811, 7.7122, -3.0305], [-1.4367, 7.3667, -1.8686], [0.3629, 5.6049, -1.8798], [-1.2429, 4.9711, -2.1962], [1.6777, 5.2776, -5.3269], [2.1563, 5.3838, -3.6327], [1.3216, 6.7242, -4.3813], [-0.4807, 2.9633, -3.2712], [1.1975, 3.4202, -2.9726], [0.6678, 3.0162, -4.6113], [-2.4853, 5.7727, -7.0852], [-3.1860, 7.2415, -6.3888], [-3.5720, 5.6646, -5.6984], [4.0759, -6.8583, 3.6722], [4.5981, -5.4290, 3.9333], [5.6387, -5.4286, 5.0559], [5.0444, -5.6443, 6.4466], [3.9157, -4.6509, 6.7174], [2.8363, -4.6569, 5.6338], [3.4802, -4.4977, 4.2910], [3.7738, -3.2696, 4.0424], [2.0046, -5.9450, 5.7149], [1.8727, -3.4964, 5.8452], [5.2385, -4.9360, 2.6421], [4.1641, -7.5104, 4.5397], [3.0336, -6.8463, 3.3571], [4.6472, -7.3212, 2.8688], [6.1699, -4.4719, 5.0451], [6.3798, -6.2009, 4.8370], [4.6855, -6.6710, 6.5579], [5.8273, -5.5157, 7.1958], [3.4423, -4.8647, 7.6783], [4.3382, -3.6442, 6.7908], [1.3143, -6.0114, 4.8733], [1.4156, -5.9288, 6.6318], [2.6009, -6.8523, 5.7399], [2.3899, -2.5418, 5.8967], [1.3391, -3.6484, 6.7837], [1.1413, -3.4468, 5.0376], [4.5030, -4.8816, 1.8380], [6.0190, -5.6388, 2.3501], [5.6903, -3.9544, 2.7590]],
  "forces_ev_per_a": [[-0.2, -0.2, 0.1], [0.3, 0.4, -0.6], [0.0, -0.7, 0.3], [-0.3, 0.6, -0.4], [0.4, -0.4, 0.4], [0.0, -0.3, -0.2], [-0.1, 0.0, 0.1], [0.0, 0.1, -0.2], [0.2, 0.0, 0.0], [0.1, -0.2, -0.1], [-0.2, -0.1, 0.0], [0.0, 0.1, 0.2], [0.2, 0.0, -0.4], [0.1, 0.0, -0.2], [-0.1, -0.2, 0.4], [-0.1, 0.1, 0.0], [-0.1, 0.1, 0.0], [0.1, 0.1, 0.0], [0.2, 0.0, 0.0], [0.0, 0.1, -0.1], [0.0, 0.1, 0.0], [-0.1, 0.0, 0.1], [-0.1, 0.0, 0.2], [0.0, 0.0, 0.0], [-0.1, 0.1, 0.0], [0.0, -0.1, 0.0], [0.0, 0.1, 0.1], [0.1, 0.0, 0.1], [0.1, 0.0, 0.0], [0.0, 0.0, 0.0], [-0.1, 0.0, 0.1], [0.0, 0.0, 0.1], [0.0, 0.1, -0.1], [-0.1, 0.1, -0.2], [0.0, 0.1, -0.1], [0.0, -0.1, 0.1], [0.0, 0.0, 0.1], [0.0, 0.0, 0.0], [0.1, -0.1, 0.0], [0.2, 0.5, -0.6], [-0.1, 0.0, 0.3], [0.0, 0.0, -0.1], [-0.2, 0.1, 0.1], [0.7, 0.0, -0.2], [-0.8, 0.0, 1.0], [0.3, -0.1, -0.3], [0.0, 0.1, -0.1], [-0.1, -0.2, 0.1], [-0.2, -0.1, 0.0], [0.0, 0.0, 0.0], [0.0, 0.0, 0.0], [-0.1, 0.0, 0.0], [0.0, -0.1, -0.1], [0.0, 0.0, 0.0], [0.0, 0.0, 0.0], [0.0, 0.0, 0.0], [0.0, 0.0, 0.0], [0.0, 0.0, -0.1], [0.0, 0.0, 0.0], [0.0, -0.1, 0.0], [0.0, 0.0, 0.0], [0.0, 0.0, 0.0], [0.0, 0.0, 0.0], [0.0, 0.0, 0.0], [0.0, 0.0, 0.0], [0.0, 0.0, 0.0], [0.1, 0.0, 0.0], [-0.1, 0.0, 0.0], [-0.1, -0.6, -0.4], [0.1, 0.1, 0.3], [-0.1, 0.0, -0.1], [0.3, 0.0, 0.0], [-0.7, -0.4, 0.1], [0.9, 0.6, 0.6], [-0.3, -0.1, -0.3], [0.1, -0.1, -0.1], [0.0, 0.2, 0.0], [0.1, 0.2, -0.1], [0.0, 0.0, 0.0], [0.0, 0.0, 0.0], [0.1, 0.0, 0.0], [-0.1, 0.0, -0.1], [0.0, 0.0, 0.0], [0.0, 0.0, 0.0], [0.0, 0.0, 0.0], [0.0, 0.0, 0.0], [0.0, 0.0, -0.1], [0.0, 0.0, 0.0], [0.0, 0.1, 0.0], [0.0, 0.0, 0.0], [0.0, 0.0, -0.1], [0.0, 0.0, 0.0], [0.0, 0.0, 0.0], [0.0, 0.0, 0.0], [0.0, -0.1, 0.0], [-0.1, 0.0, 0.0]],
  "e_lumo_ha": [-0.0149, -0.0149],
  "de_lowest_kj_mol": 0.00,
  "homo_energy_ev": [-8.242, -9.022],
  "spin_multiplicity": 3,
  "e_tot_ha": -2057.43562,
  "s_squared": 2.0082
}